The molecule C2HNO2S in a non-equilibrium geometry. Source: the OMol25 dataset; level of theory: the ωB97M-V functional and the def2-TZVPD basis.

```
7
Properties=species:S:1:pos:R:3:lowdin_charge:R:1
C 1.6011 -0.0016 0.0712 -0.692
C 0.1927 -0.2876 -0.0021 -0.425
N -0.8492 -0.9941 0.0403 0.006
O 2.6841 -0.3738 0.0639 0.149
O -2.0637 -0.4047 0.0299 -0.034
S 0.6356 1.5510 0.0589 0.895
H -2.2007 0.5108 -0.2620 0.101
```

Computed properties:
- total charge = 0
- HOMO level (eV) = -9.99
- orbital gap (eV) = 9.37



The molecule C2HNO2S2 in a non-equilibrium geometry. Source: the OMol25 dataset; level of theory: the ωB97M-V functional and the def2-TZVPD basis.

```
8
Properties=species:S:1:pos:R:3:lowdin_charge:R:1
C -0.3711 0.7674 0.5562 -0.870
C -0.0384 0.3878 -0.8699 -0.909
H 0.8159 -1.9462 0.5938 0.140
N -0.0392 -1.4429 0.3960 0.044
O -0.0708 -0.3689 1.3064 -0.049
O 0.2747 -0.9114 -0.8868 -0.049
S -0.6177 2.2054 1.0416 0.872
S 0.0466 1.3090 -2.1372 0.821
```

Computed properties:
- total charge = 0
- HOMO level (eV) = -9.47
- orbital gap (eV) = 8.11